Entry 1:
Entry from the Open Molecules 2025 dataset: C3H4N2 as an isolated structure in a non-equilibrium geometry (ωB97M-V with the def2-TZVPD basis set).

Values from the calculation:
**Gap between HOMO and LUMO (alpha / beta)**: 8.74 / 8.74 eV
**Energy above the lowest of the compared OMol25 structures with the same formula, charge and spin**: 113.5 kcal/mol
**HOMO (alpha / beta)**: -9.1 / -9.1 eV
**E**: -6150.98075 eV
**Charge**: 0

Structure (XYZ):
```
9
Properties=species:S:1:pos:R:3:forces:R:3
N -2.191 -0.138 -0.087 -2.042 -0.255 0.296
N -1.547 0.907 -0.114 0.394 0.853 -0.299
C -1.020 -0.998 0.164 2.048 -0.377 -0.621
C 1.172 0.494 -0.037 1.683 -1.148 -1.147
C -0.234 0.082 0.028 -0.551 0.031 -0.347
H -0.878 -2.084 0.161 -0.277 0.515 0.141
H 1.573 1.409 -0.559 -1.466 -0.798 -0.006
H 1.737 -0.412 -0.558 -0.674 1.790 1.783
H 1.388 0.740 1.002 0.883 -0.611 0.201
```
Positions in Å, forces in eV/Å.


Entry 2:
Entry from the Open Molecules 2025 dataset: a 16-piece molecular cluster, C72H176O48S8 overall in a non-equilibrium geometry (ωB97M-V with the def2-TZVPD basis set).

Values from the calculation:
**Gap between HOMO and LUMO**: 8.61 eV
**HOMO**: -8.8 eV
**E**: -262449.67911 eV
**Charge**: 0

Structure (XYZ):
```
304
Properties=species:S:1:pos:R:3:forces:R:3
S 0.558 2.198 -7.908 -0.533 4.837 -0.440
S -1.777 6.057 -4.231 -1.854 1.140 4.564
S 1.286 4.712 2.063 1.042 -2.764 2.976
S 5.976 3.294 -2.198 0.041 0.498 0.996
S 7.165 0.145 -6.890 2.997 -0.745 -2.708
S -3.867 -3.117 -1.401 0.248 -1.590 -0.406
S -4.806 1.055 -3.631 -2.370 0.885 0.064
S 9.107 0.278 -1.884 -2.500 -2.757 -3.207
O 0.850 2.214 -9.319 0.069 -0.962 0.563
O 4.509 3.960 -1.709 2.822 0.158 -1.827
O -0.520 6.326 -3.133 -1.949 -1.542 -1.299
O 6.700 3.115 -0.980 0.040 -0.387 0.011
O 4.931 -8.832 -2.336 -0.765 -0.960 -0.336
O 0.420 5.129 0.987 1.319 -0.528 0.573
O 3.400 -7.529 -4.779 1.581 0.298 -0.027
O -4.375 1.894 -2.504 -0.427 -1.084 -1.982
O -3.766 6.455 1.368 -0.089 -1.065 2.033
O -2.477 -6.946 -3.705 -0.315 0.505 2.408
O 1.833 -2.478 5.869 -1.117 -0.593 -0.931
O 9.297 0.995 -3.136 0.551 -0.631 1.760
O 2.270 3.549 2.062 -2.837 3.677 -0.917
O 0.651 -0.804 -3.976 -0.673 3.061 -0.207
O -9.832 4.390 3.035 -0.571 -0.539 0.322
O -0.320 -7.986 -1.552 1.926 0.026 -5.448
O 4.771 -4.251 -3.329 0.620 0.405 0.673
O 5.833 -0.010 -7.767 2.174 0.369 -1.494
O 5.903 2.170 -3.122 -0.876 1.597 0.903
O -4.053 -3.381 -3.040 0.229 0.728 1.707
O -1.264 5.426 -5.392 0.323 0.154 -0.480
O -7.963 3.559 5.475 -0.149 -0.015 0.860
O 0.535 -5.457 0.063 0.710 -0.651 0.521
O 0.777 0.691 -0.953 -0.743 0.063 0.017
O 9.015 0.875 -0.621 1.020 1.570 1.918
O -4.383 -1.412 6.063 0.118 -1.707 -2.196
O -5.111 3.211 10.811 -1.018 0.554 -0.488
O -1.866 1.206 0.390 -0.780 -1.942 0.525
O 10.152 -1.017 -1.803 -1.682 1.345 -1.292
O -5.594 1.658 -4.739 2.344 -1.094 2.098
O -2.600 7.279 -4.239 1.564 -1.986 -0.753
O 7.232 -1.071 -6.093 0.327 1.591 -0.197
O 4.911 -2.041 0.441 1.138 -1.131 0.266
O -2.606 -2.392 -1.311 -1.592 -0.964 -0.157
O -4.081 -4.369 -0.656 0.623 2.059 -1.540
O -3.952 6.652 6.119 0.496 -0.134 1.323
O 5.623 -11.493 -1.411 -1.127 -1.752 0.474
O 8.305 0.416 -7.875 -4.105 -0.350 3.467
O -5.827 -0.119 -2.995 1.325 1.308 -0.783
O -0.992 1.895 -7.721 0.409 -0.283 0.899
O -7.262 3.440 0.479 -0.702 1.719 0.396
O 0.192 4.325 3.305 1.818 1.173 -2.623
O -5.213 1.131 8.573 -0.105 0.459 2.317
O -1.284 -4.168 7.069 -0.350 -0.220 0.354
O 1.336 1.525 -6.929 -0.294 -1.141 -0.149
O 7.171 -3.510 -0.693 0.463 0.319 -0.389
O -2.398 7.472 4.037 0.169 -0.064 -0.146
O 2.419 0.491 6.766 -0.623 -0.925 0.234
C -8.579 4.015 2.552 1.408 -0.045 -0.970
C 5.821 -3.543 -2.611 -0.902 -0.850 -0.806
C -7.424 0.410 -1.121 1.127 -0.306 -0.449
C 3.337 1.142 5.883 0.313 -0.616 0.692
C -1.985 2.609 -8.500 -1.200 -0.276 -0.800
C -0.821 2.079 0.355 0.791 1.355 0.429
C -6.731 3.918 -0.784 -0.801 -0.797 -0.145
C 5.565 -3.043 1.271 1.923 0.309 -1.464
C 5.278 -12.834 -1.787 -0.256 0.562 2.311
C 0.649 3.386 4.253 -1.325 -0.597 1.610
C -4.429 2.010 10.922 0.013 -1.864 -1.001
C -2.486 -4.792 6.534 0.307 0.801 0.033
C -6.926 4.278 6.145 0.357 -0.171 -0.790
C -4.616 5.611 2.266 0.926 0.831 -0.235
C 0.417 1.254 0.353 0.643 -0.359 -1.202
C -1.461 -6.143 -3.068 0.990 -1.439 0.592
C -0.217 2.136 4.132 0.660 -1.014 -0.032
C -4.141 1.210 9.541 0.246 1.082 -0.373
C 6.297 -4.392 -1.411 -0.669 1.587 0.219
C 2.084 6.190 2.854 -0.160 -1.156 -0.553
C 3.513 -2.093 0.590 -0.112 -0.141 0.649
C 0.661 4.045 -7.450 0.088 -1.966 -0.439
C -9.160 4.314 5.446 -0.010 0.961 -1.299
C 6.631 4.774 -2.983 -1.308 -1.103 -0.478
C -3.129 1.740 0.412 -1.049 1.419 -0.995
C -5.317 -3.887 -3.498 0.228 -0.847 -1.809
C -5.103 -4.587 -4.844 0.436 -0.811 -0.239
C 0.828 -2.951 6.743 -2.084 0.611 0.403
C -4.308 -0.767 7.269 0.131 1.903 0.345
C -0.215 -0.171 -1.560 -0.546 -1.840 0.330
C -8.441 4.156 1.005 -0.292 -0.205 -0.176
C 4.051 -3.463 -4.243 -1.744 -0.317 0.550
C -4.635 6.810 7.326 -1.441 0.134 0.066
C -0.253 -3.849 6.117 -0.160 -1.466 -0.471
C 3.922 -1.539 -7.830 0.349 0.903 -0.772
C 6.230 -9.300 -2.034 0.837 -0.646 -1.113
C -10.094 3.860 4.337 -0.956 -0.416 0.268
C -4.652 4.122 9.847 0.735 0.425 -0.397
C 3.011 -2.059 6.473 -0.175 0.649 1.551
C 3.461 3.120 -1.435 -3.554 -1.296 0.879
C -2.357 6.405 1.755 0.100 0.344 -1.030
C 7.087 -3.223 0.713 -1.432 -0.215 -0.282
C 7.515 -0.660 -2.047 0.519 -0.831 0.772
C -0.633 -7.697 -0.300 -0.191 1.657 2.147
C 2.867 -0.759 7.412 1.201 0.325 -1.833
C -3.798 -0.893 4.868 -1.453 1.145 -0.584
C 4.713 -0.482 -7.116 -1.652 0.490 3.780
C 0.340 7.707 -1.283 -1.667 -0.253 -0.381
C -3.452 -0.045 -4.106 -0.869 -0.290 0.510
C 4.583 -6.972 -5.410 -1.598 -1.882 -0.557
C -1.791 7.496 2.738 -1.248 -1.566 -0.189
C -4.858 0.728 7.278 0.311 -1.087 0.571
C 11.050 -1.102 -0.719 0.904 -1.015 0.027
C -7.134 0.340 -2.636 -1.804 0.295 0.631
C 0.210 -1.186 -2.675 1.824 0.384 0.011
C -0.387 7.656 -2.647 1.565 1.062 -0.322
C 1.658 0.260 -3.923 0.963 -1.332 -0.014
C -5.237 -2.058 -1.041 -0.036 0.447 0.976
C 3.383 -7.189 -3.398 -0.770 -0.832 0.263
C -2.198 -7.470 -4.947 1.288 0.475 -1.064
C -2.104 6.359 4.929 1.340 -0.259 -2.306
C 11.512 -2.593 -0.598 -0.765 1.036 0.329
C -0.357 -4.436 0.578 -0.449 -1.812 -1.076
C -2.554 6.719 6.279 1.163 0.605 -1.880
C -3.056 3.261 -7.557 1.420 0.358 -0.238
C 4.658 -7.437 -2.489 -0.290 -0.310 -0.581
C -0.173 -6.920 -2.545 -0.779 0.030 -0.804
C -2.767 4.784 -3.225 1.168 1.216 -1.161
C 6.457 -10.880 -2.279 -0.423 3.608 -0.759
C 0.435 -6.866 0.500 -1.686 0.983 -0.278
C 2.183 3.518 -2.218 0.901 -0.241 -0.128
C 6.719 1.570 -5.852 0.109 -0.146 -0.645
H -0.559 -4.562 1.642 0.232 0.238 0.123
H 6.312 2.418 -6.404 0.302 -0.264 -0.717
H -2.517 4.134 -7.190 0.021 -0.178 0.866
H -0.093 6.946 -0.635 0.674 -0.633 -0.158
H 2.972 -1.385 -0.038 0.483 -0.037 -0.430
H -7.262 4.974 6.913 -0.360 -0.159 0.054
H -3.565 1.995 1.378 0.253 -0.381 0.479
H -1.300 -8.085 -4.998 0.162 -0.282 0.348
H 7.415 4.407 -3.645 0.304 0.290 0.377
H -9.371 3.863 0.519 -0.051 -0.961 -0.073
H -1.918 8.414 2.165 -1.025 0.554 0.869
H 0.309 8.045 -3.389 -0.161 0.936 0.095
H -5.693 3.612 -0.914 0.029 0.054 0.545
H 4.971 -13.229 -0.819 0.157 -0.543 0.044
H -1.072 -5.387 -3.750 0.073 0.059 -0.348
H 7.689 -4.016 1.156 -0.623 -0.199 0.933
H -3.851 -1.553 4.003 -0.102 -1.002 0.691
H 5.508 -2.757 2.321 0.404 0.271 0.102
H -0.703 7.516 2.798 0.359 -0.952 0.155
H 3.122 3.248 -0.407 0.721 -0.007 0.437
H 3.320 -2.810 -3.767 0.558 0.977 0.754
H -7.435 1.305 -3.043 0.816 0.139 -0.368
H -6.193 3.600 6.583 -0.299 -0.300 0.069
H -5.121 5.102 9.933 -0.283 -0.205 0.689
H 7.051 -0.850 -1.080 0.541 0.593 0.570
H -3.059 5.179 -2.252 0.144 0.330 -0.242
H -3.578 4.286 9.934 0.332 0.042 0.211
H -5.689 6.561 7.202 -0.022 -0.348 -0.496
H -4.959 1.369 11.626 -0.702 0.058 -0.331
H -3.713 0.214 9.653 -0.195 -0.104 0.841
H -1.039 6.130 4.899 0.458 0.348 0.080
H -0.533 -0.864 -0.781 0.177 -0.421 0.321
H -4.425 5.857 3.310 0.014 0.274 0.004
H 3.658 0.466 5.091 0.228 0.049 -0.029
H 3.260 -4.108 -4.626 0.593 -0.577 -0.945
H 11.949 -3.005 -1.508 -0.048 0.326 -0.052
H 1.378 6.515 3.619 -0.226 0.480 -0.629
H 4.955 -0.794 -6.100 0.621 -0.941 -0.063
H 3.276 -1.793 1.610 -0.332 -0.247 0.333
H 3.318 -2.920 7.067 0.442 0.247 0.855
H -11.139 4.132 4.483 0.151 0.533 0.534
H 5.794 5.088 -3.607 0.176 0.445 -0.028
H 0.195 -4.810 5.864 0.167 -0.061 -0.597
H 2.271 -0.983 8.297 -0.515 0.325 -0.422
H 2.948 2.048 5.418 -0.838 -0.374 0.152
H 10.637 -3.188 -0.334 0.041 -0.139 -0.024
H 2.320 3.228 -3.260 -0.154 0.565 -0.245
H -7.856 4.717 2.966 0.507 -0.281 0.259
H 4.426 -2.503 -7.758 -0.017 0.064 -0.257
H 0.560 -6.150 -2.302 -0.180 0.097 0.874
H -0.010 -3.448 0.277 0.519 -0.181 0.358
H -0.731 -3.406 5.243 0.269 0.202 -0.233
H -7.258 3.416 -1.595 -0.242 -0.218 -0.148
H 1.736 4.196 -7.548 -0.103 0.272 -0.101
H 6.684 -0.217 -2.598 0.816 0.291 -0.672
H -1.942 6.127 6.959 -1.189 -0.880 0.781
H -4.142 1.446 6.877 0.199 0.018 -0.395
H 7.513 -11.084 -2.102 0.313 -0.056 0.157
H -5.964 -2.001 -1.850 0.397 -0.119 0.209
H 1.275 1.807 0.734 0.121 0.140 -0.608
H -2.116 3.920 -3.091 -0.279 -0.079 -0.275
H -6.535 0.802 -0.627 -0.085 0.210 0.165
H -4.388 -5.402 -4.736 -0.153 -0.180 -0.020
H -3.943 3.758 -7.950 0.038 -0.646 -0.959
H -2.392 -5.749 6.020 0.907 0.113 -0.442
H 1.277 3.018 -1.875 0.276 -0.254 0.300
H -4.932 -1.314 7.975 -0.008 -0.110 -0.049
H -1.321 8.215 -2.707 0.032 -0.256 0.271
H 2.028 4.584 -2.050 0.006 0.101 -0.485
H -8.934 5.323 5.099 0.293 0.569 0.504
H 0.330 4.275 -6.437 -0.061 -0.314 -0.238
H 2.886 -1.632 -7.503 0.169 0.190 0.264
H -3.213 -0.524 -3.157 0.343 0.132 0.076
H -2.328 1.856 -9.209 -0.572 -0.090 0.298
H -6.837 4.973 -1.037 -0.003 0.286 0.812
H 4.469 -7.041 -1.491 -0.250 0.383 -0.002
H -5.702 -2.384 -0.110 -0.006 -0.497 -0.190
H 2.954 -6.187 -3.392 0.799 0.518 0.845
H -0.956 2.838 -0.416 0.307 -0.138 -0.743
H 12.237 -2.668 0.212 0.031 -0.002 -0.010
H -4.491 -0.123 4.530 0.174 0.656 -0.049
H -3.202 -5.071 7.307 0.464 0.574 0.665
H -5.829 0.809 6.791 0.290 -0.284 -0.668
H -4.725 7.864 7.589 0.751 0.079 0.652
H -3.336 1.757 9.049 0.280 0.335 -0.150
H 1.422 -7.326 0.452 0.048 0.245 -0.446
H -10.161 2.776 4.434 0.463 -0.515 -0.896
H 4.173 1.545 6.454 0.497 -0.409 0.076
H 6.557 -9.097 -1.015 -0.288 0.124 0.310
H 6.239 -11.112 -3.321 -0.148 -0.022 -0.227
H -4.810 3.872 8.798 -0.304 -0.778 -0.055
H -6.053 -4.955 -5.231 -0.199 -0.391 0.500
H 6.581 -3.396 -3.379 0.570 0.216 0.393
H 5.882 1.266 -5.224 0.621 -0.297 0.365
H 4.579 -2.900 -5.012 0.434 -0.340 0.014
H -0.564 -1.915 -2.915 -0.330 0.223 0.699
H 0.001 8.579 -0.724 0.488 0.586 -0.407
H 3.863 -0.529 7.792 0.324 -0.268 0.103
H 2.556 -7.809 -3.052 0.221 -0.234 0.582
H 4.345 -12.903 -2.346 0.499 0.201 -0.919
H 5.452 -4.612 -0.759 -0.229 -0.328 -0.334
H -8.489 5.218 0.764 0.984 0.318 -0.035
H -3.267 -0.847 7.582 0.197 0.478 0.551
H 7.626 1.914 -5.355 -0.223 -0.423 0.414
H -4.782 -4.009 -5.710 0.395 0.768 0.520
H -1.239 2.266 3.775 0.059 0.667 0.133
H 3.194 -3.117 0.396 -0.487 -0.015 0.012
H -2.036 7.676 6.349 -1.121 1.075 0.760
H -6.025 -3.127 -3.828 -0.086 0.661 1.259
H 4.228 0.423 -6.749 -1.379 0.181 -1.044
H -8.252 1.088 -0.914 0.002 -0.174 -0.042
H 1.085 -1.723 -2.307 0.034 -0.406 0.729
H -1.221 0.178 -1.795 0.314 1.495 -0.329
H -8.358 2.999 2.881 0.292 -0.092 -0.177
H -3.516 2.164 11.498 0.844 0.040 -0.655
H 6.164 -13.386 -2.101 -0.295 -0.079 -0.559
H 1.876 0.757 -4.868 -0.555 -0.796 -0.384
H -3.827 -0.849 -4.741 -0.106 0.353 -0.247
H -2.795 -0.475 4.797 0.320 -0.089 1.145
H -3.634 4.650 -3.872 0.056 -0.459 0.175
H -1.836 6.642 0.827 0.011 0.123 -0.251
H -3.398 2.606 -6.755 0.309 -0.023 -0.025
H -4.282 6.106 8.081 0.374 0.498 0.334
H 7.662 -2.313 0.881 -0.216 0.216 -0.309
H -1.539 3.336 -9.178 0.288 0.279 0.450
H -2.989 -4.054 5.910 -0.060 -0.122 -0.308
H 6.921 -8.794 -2.708 0.415 0.178 -0.070
H 5.535 -6.930 -2.893 0.043 0.135 -0.034
H -2.592 0.471 -4.532 -0.279 0.218 0.084
H 0.126 -6.932 1.543 -0.037 0.313 0.306
H -4.824 -1.085 -0.775 0.004 0.090 -0.561
H 0.184 -2.128 7.056 0.391 0.625 0.497
H -0.270 1.601 5.080 0.078 0.074 0.139
H 7.766 -1.692 -2.292 0.038 0.320 -0.849
H 1.719 3.180 4.283 -0.170 0.031 -0.721
H 0.095 4.577 -8.215 0.179 0.082 0.181
H 0.231 1.429 3.434 0.123 -0.018 -0.138
H 2.994 5.943 3.400 0.025 -0.490 -0.413
H -1.974 -6.617 -5.587 -0.158 0.025 -0.742
H 1.418 7.672 -1.441 -0.176 -0.186 0.484
H 2.313 6.826 1.999 -0.248 0.422 0.421
H -5.679 5.752 2.073 0.217 0.450 -0.404
H -9.650 4.368 6.418 -0.065 -0.186 0.099
H 0.447 3.856 5.216 -0.108 0.092 0.205
H 1.610 1.104 -3.235 -1.107 -0.483 0.548
H 3.671 2.057 -1.549 0.301 0.005 -0.240
H -5.682 -4.629 -2.788 -0.314 0.304 0.063
H 0.226 0.522 1.138 0.051 -0.788 -0.303
H 6.883 5.496 -2.206 0.158 -0.221 -0.275
H 3.813 -1.993 5.737 -0.368 0.536 -0.335
H -2.046 5.370 1.899 -0.159 -0.089 0.795
H -3.826 1.145 -0.179 0.080 -0.373 0.299
H -0.732 2.707 1.241 -0.349 0.036 0.680
H -3.102 2.684 -0.132 -0.178 0.402 -0.162
H 3.918 -1.132 -8.841 -0.282 -0.759 -0.452
H -4.441 4.540 2.170 0.424 -0.080 -0.467
H 6.751 -5.311 -1.782 0.416 0.010 0.420
H 0.299 -7.324 -3.440 -0.188 -0.894 0.186
H -0.777 -8.678 0.152 -0.070 0.145 0.607
H -3.007 -8.071 -5.361 -0.268 0.284 0.394
H -6.384 4.838 5.383 0.107 0.391 -0.011
H -1.846 -5.593 -2.210 -0.813 -0.245 -0.187
H -7.604 -0.583 -0.709 -0.220 0.084 0.062
H -2.540 5.400 4.648 -0.566 0.096 -0.540
H 11.906 -0.479 -0.977 0.089 0.167 0.432
H -1.589 -7.181 -0.390 -0.406 0.418 1.188
H 4.459 -5.906 -5.603 0.617 0.106 0.612
H -7.861 -0.337 -3.085 0.255 -0.303 -0.189
H 5.156 -4.053 1.245 -0.786 0.096 -0.468
H 1.134 -3.469 7.652 0.781 0.026 -0.019
H -1.287 -4.566 0.024 -0.450 0.132 0.299
H 2.525 -0.328 -3.622 0.728 0.435 0.044
H 5.473 -2.577 -2.248 -0.151 0.008 0.076
H 5.412 -7.401 -4.848 0.484 0.997 -0.246
H 10.518 -0.748 0.164 0.451 -0.068 0.251
H 4.581 -7.472 -6.378 0.204 0.130 -0.175
```
Positions in Å, forces in eV/Å.